(1)
Computed, not measured: a cluster of 8 separate species, C47H82N8O3 in total, with the ωB97M-V functional and the def2-TZVPD basis.

Last column: Mulliken charge in e.
Atoms and positions in Å:
C 4.2424 0.1680 1.9369  -1.4353
C 3.3985 1.0814 1.0827  1.9749
C 2.1502 1.4104 1.8724  -1.3072
C 4.1044 2.4604 0.8513  -1.5410
C 5.3316 2.4141 -0.1323  -0.9570
C 4.8736 1.7508 -1.5025  -1.1470
C 4.0935 0.4305 -1.3127  1.7579
C 3.3976 0.0197 -2.5946  -1.5557
C 5.1883 -0.5820 -0.9397  -1.9532
N 3.0162 0.5550 -0.2532  0.6881
O 2.5366 -0.7894 -0.0784  0.3107
H 3.6215 -0.6926 2.2380  -0.2086
H 5.1459 -0.1595 1.4367  0.3717
H 4.5969 0.8054 2.7794  0.4424
H 2.4658 2.1564 2.6290  0.4596
H 1.3107 1.7910 1.2842  0.0534
H 1.8070 0.5561 2.4879  -0.2192
H 3.4334 3.2989 0.6452  0.5372
H 4.4751 2.7466 1.8501  0.4955
H 5.7087 3.3910 -0.3467  0.5415
H 6.1325 1.8320 0.3089  0.4284
H 5.7673 1.4676 -2.0871  0.4042
H 4.2975 2.4887 -2.0766  0.3360
H 4.1155 0.2159 -3.3971  0.5998
H 2.4877 0.6064 -2.7988  0.2202
H 3.2153 -1.0641 -2.6178  -0.1986
H 5.8125 -0.7508 -1.8366  0.5520
H 4.7836 -1.5652 -0.6788  0.0214
H 5.9474 -0.2397 -0.2388  0.5749
H 1.6652 -0.7350 -0.4885  -0.3051
C -2.7375 3.7553 6.5007  -1.9099
C -1.5508 3.1736 5.7965  1.9753
C -0.3182 3.4666 6.5998  -1.9946
C -1.8149 1.6582 5.6342  -1.2449
C -2.9678 1.4204 4.5983  -0.9339
C -2.6978 2.1282 3.2657  -0.7551
C -2.4578 3.6449 3.4606  2.3636
C -1.9092 4.2156 2.1320  -2.4333
C -3.7487 4.3854 3.7537  -1.9817
N -1.3804 3.7922 4.4681  0.3913
O -1.1366 5.1620 4.6475  -0.5483
H -3.7041 3.5618 6.0505  0.3615
H -2.7480 3.3307 7.5162  0.4349
H -2.7055 4.8317 6.6446  0.3319
H 0.5260 3.1485 5.9905  0.3804
H -0.1819 4.5009 6.9071  0.3702
H -0.3836 2.8688 7.5117  0.4349
H -0.9922 1.0387 5.2841  0.2496
H -2.0841 1.2616 6.6160  0.4573
H -3.1541 0.3208 4.4424  0.3581
H -3.8745 1.8485 4.9976  0.3743
H -3.5573 2.1023 2.5980  0.6676
H -1.8523 1.6205 2.7953  -0.2035
H -0.9059 3.8390 1.8857  0.3799
H -1.7705 5.2966 2.1623  0.4132
H -2.6398 3.9857 1.3282  0.4931
H -4.5318 3.8154 4.2355  0.4036
H -4.0908 4.6173 2.7473  0.4819
H -3.6878 5.2965 4.3444  0.3320
H -0.2738 5.3786 4.2696  0.3383
C -1.0465 -3.0761 -4.4794  -1.9476
C -0.0758 -4.0710 -3.7982  2.1277
C -0.1325 -5.3975 -4.5650  -1.7652
C 1.3642 -3.4938 -3.8131  -1.2095
C 2.3368 -4.2391 -2.9428  -0.8123
C 1.9455 -4.3337 -1.4830  -0.8301
C 0.5383 -4.9873 -1.3983  1.6916
C 0.6420 -6.5091 -1.7173  -1.6631
C 0.0433 -4.7785 0.0026  -1.6765
N -0.4259 -4.2992 -2.3646  0.6195
O -1.7762 -4.7968 -2.2393  -0.6044
H -0.6171 -2.6722 -5.3940  0.3979
H -1.8727 -3.6544 -4.8896  0.3646
H -1.4153 -2.2395 -3.9051  0.2103
H -1.0948 -5.9020 -4.6698  0.3756
H 0.2703 -5.2586 -5.5742  0.4326
H 0.4810 -6.1890 -4.1018  0.2774
H 1.7428 -3.6148 -4.8178  0.5533
H 1.3994 -2.4802 -3.4861  0.0915
H 2.4603 -5.2992 -3.2344  0.5785
H 3.2938 -3.7612 -3.1208  0.5102
H 2.0172 -3.3463 -1.0246  -0.2197
H 2.6327 -5.0212 -0.9760  0.4779
H -0.3406 -6.8667 -2.0279  0.2279
H 0.9559 -7.1243 -0.8386  0.4280
H 1.4092 -6.6687 -2.5009  0.3792
H -0.1910 -3.7353 0.1881  -0.0288
H 0.8835 -5.0783 0.6378  0.4798
H -0.8111 -5.4135 0.1998  0.4181
H -1.7590 -5.7372 -2.5374  0.2680
C -2.3665 1.6818 -3.6892  -0.7275
C -2.5935 1.8636 -5.0512  -0.8277
C -3.3240 0.7720 -5.5127  -0.6278
N -3.5717 -0.0185 -4.4481  0.2654
C -3.0173 0.5207 -3.3108  -0.1332
H -1.8471 2.2604 -2.9518  0.6807
H -2.3951 2.7248 -5.6510  0.4227
H -3.7232 0.6032 -6.4858  0.4570
H -4.1303 -0.8431 -4.5089  0.1824
H -3.0639 0.0325 -2.3414  0.3401
C 2.4716 6.9686 -1.1539  -0.9434
C 2.8167 5.6224 -0.9893  0.2551
C 1.6751 4.8511 -0.8937  -0.6338
N 0.6040 5.7621 -0.9524  0.0208
C 1.0714 7.0660 -1.0978  -0.4992
H 3.1559 7.7886 -1.2137  0.4140
H 3.8375 5.2171 -0.8743  0.3462
H 1.5481 3.7935 -0.7038  0.4810
H -0.3610 5.5668 -0.7773  0.2099
H 0.5295 7.9992 -1.1415  0.3920
C -5.4727 -1.8785 -2.8797  -0.9849
C -4.4891 -2.8125 -2.4772  0.5461
C -4.5647 -3.8405 -3.3966  -1.1597
N -5.5243 -3.5260 -4.3167  0.0483
C -6.1213 -2.3504 -3.9702  -0.6351
H -5.7355 -0.9899 -2.3475  0.4423
H -3.8134 -2.6936 -1.6542  0.4975
H -3.8776 -4.6459 -3.4848  0.5926
H -5.8137 -4.1554 -5.0525  0.2175
H -6.9602 -1.9373 -4.4648  0.4322
C -1.5965 0.0090 0.1939  -1.0669
C -0.6420 0.5345 -0.7393  -0.8840
C -0.2708 -0.4759 -1.6113  -1.2331
N -0.9570 -1.5892 -1.2078  2.4158
C -1.7738 -1.3251 -0.1918  -1.2822
H -2.0889 0.5134 0.9977  0.5251
H -0.3104 1.5503 -0.7880  1.1094
H 0.3335 -0.4370 -2.4988  0.3937
H -0.7499 -2.4923 -1.6018  -0.8836
H -2.3570 -2.0449 0.3397  0.7033
C -0.1244 -2.0684 4.4580  -1.1675
C -0.0042 -2.2122 3.1094  0.3502
C 1.3698 -2.2281 2.8043  -1.0214
N 2.0203 -1.8811 3.9687  0.1313
C 1.1113 -1.7089 4.9842  -0.6856
H -1.0530 -2.1426 4.9646  0.5397
H -0.7704 -2.3992 2.3889  0.4904
H 1.9095 -2.3995 1.8672  0.6637
H 2.9866 -1.6997 4.0640  0.2626
H 1.3749 -1.3954 5.9565  0.4861

The total energy comes out at -2503.62324 a.u. For the LUMO energy, the calculation gives 0.427 eV.

***

(2)
Computed, not measured: a cluster of 7 separate species, C47H85BrN3O19 in total, with the ωB97M-V functional and the def2-TZVPD basis.

Last column: Mulliken charge in e.
Atoms and positions in Å:
C -3.9082 -3.1391 4.4243  0.1550
C -4.4085 -2.0402 4.2323  -0.6922
C -5.0640 -0.6700 3.8114  -0.2946
C -6.5581 -0.8802 3.2998  -0.6984
C -6.7257 -0.7936 1.7209  -0.9283
N -5.5429 -1.2611 0.9594  1.4066
C -4.7377 -0.3730 0.2091  0.7696
C -5.0414 1.1803 0.0749  -1.2941
C -5.7413 1.3958 -1.3463  -0.4864
C -7.3240 1.4512 -1.3104  -0.8510
C -8.0409 0.0350 -1.3939  -0.3463
O -7.2603 -0.9764 -2.0587  -0.2641
C -8.1196 -2.0910 -2.4230  -0.7397
C -3.5191 -0.8528 -0.5262  -0.8578
C -3.1294 -2.3144 -0.5284  -0.0115
N -1.9876 -2.8493 -1.2049  -0.2775
C -2.0019 -2.6467 -2.4907  0.7093
C -3.2543 -2.3083 -3.3784  -0.9428
C -0.6167 -2.8047 -3.2588  -1.1697
C -4.0308 -3.2286 0.3018  0.5521
C -3.7341 -4.7838 0.4452  -0.5202
Br -4.3397 -5.7318 -1.2166  -0.0979
C -2.2093 -5.0936 0.8325  0.1246
C -1.4001 -5.8363 -0.3324  -1.2879
C -5.2278 -2.6493 1.0188  -1.3319
N -6.0537 -3.5205 1.8238  0.0690
C -6.9030 -4.4427 1.0030  0.0962
C -8.4220 -3.9617 1.0658  -0.9532
H -3.2994 -4.0824 4.3764  0.3784
H -4.4319 -0.1942 3.0086  -0.0134
H -5.0844 -0.0345 4.7510  0.4501
H -7.2681 -0.1932 3.8421  0.5505
H -6.8556 -1.9390 3.5958  0.2596
H -7.0624 0.2520 1.4687  0.6117
H -7.5959 -1.4684 1.4322  -0.1568
H -5.6266 1.5945 0.9461  0.4274
H -4.0223 1.6798 0.0335  0.4751
H -5.3859 2.4000 -1.7566  0.4335
H -5.3555 0.6287 -2.0934  0.2520
H -7.6615 2.0060 -0.3723  0.2888
H -7.7414 2.0683 -2.1728  0.3362
H -8.3618 -0.3493 -0.3767  0.1526
H -9.0036 0.1691 -1.9929  0.5887
H -8.2328 -2.1190 -3.5464  0.2711
H -9.1349 -2.0188 -1.9127  0.4111
H -7.5846 -3.0419 -2.0954  0.1077
H -2.8524 -0.1527 -1.1047  0.5582
H -3.3238 -1.1667 -3.4136  0.2252
H -4.2408 -2.6598 -2.9580  0.1836
H -3.1044 -2.6161 -4.4636  0.4129
H -0.7112 -3.7785 -3.8465  0.3331
H 0.1849 -3.0026 -2.4830  0.3398
H -0.3877 -1.9296 -3.9275  0.2713
H -4.3621 -5.2440 1.2726  0.3345
H -2.0956 -5.7431 1.7477  0.4144
H -1.6541 -4.1192 1.0378  -0.1358
H -1.7618 -6.9040 -0.4932  0.4009
H -1.4736 -5.3176 -1.3286  0.1846
H -0.2898 -5.9058 -0.0799  0.3526
H -5.4885 -4.0347 2.5083  0.4714
H -6.8132 -5.4935 1.4287  0.3900
H -6.5666 -4.4082 -0.0733  -0.0894
H -8.5419 -3.1487 0.2749  0.0547
H -8.5431 -3.4141 2.0594  0.2388
H -9.1812 -4.7825 0.9444  0.3944
C -0.7723 -1.0340 2.4629  -0.3473
C -1.0143 -0.8051 3.9440  -0.0618
O 0.2084 -0.8527 4.6862  -0.4482
C 1.0074 0.2159 4.5496  0.8019
O 0.7804 1.1898 3.8747  -0.5862
O 2.1165 0.0004 5.2670  -0.3548
C 3.1023 1.0238 5.1119  -0.6276
H -0.2369 -1.9737 2.3040  0.2846
H -1.7198 -1.0669 1.9188  -0.2072
H -0.1585 -0.2418 2.0312  0.3845
H -1.6459 -1.6050 4.3301  0.0634
H -1.5371 0.1379 4.1284  0.2834
H 2.6916 2.0076 5.3425  0.3265
H 3.5025 1.0014 4.0972  0.2123
H 3.9138 0.8177 5.8088  0.2793
C -2.0969 1.2186 -9.5337  -1.0903
C -1.2354 0.0474 -9.1007  -0.1508
O -0.2526 0.4450 -8.1337  -0.3673
C -0.7127 0.6831 -6.9009  0.7856
O -1.8597 0.5877 -6.5366  -0.5676
O 0.3220 1.0717 -6.1394  -0.3214
C -0.0556 1.4620 -4.8205  -0.3794
H -1.4727 2.0355 -9.9029  0.2951
H -2.7893 0.9155 -10.3209  0.3595
H -2.6796 1.6150 -8.7011  0.3072
H -0.6853 -0.3322 -9.9627  0.2913
H -1.8386 -0.7779 -8.7136  0.2845
H -0.6157 0.6699 -4.3199  0.0027
H -0.6401 2.3822 -4.8572  0.3018
H 0.8546 1.6521 -4.2527  0.2527
C 6.2485 -2.6037 4.4585  -1.0175
C 6.0263 -2.3806 5.9424  -0.0904
O 7.2570 -2.4252 6.6727  -0.3425
C 8.0533 -1.3551 6.5329  0.7570
O 7.8206 -0.3794 5.8640  -0.5555
O 9.1659 -1.5703 7.2478  -0.3347
C 10.1508 -0.5460 7.0984  -0.6243
H 6.7848 -3.5399 4.2869  0.3247
H 5.2931 -2.6373 3.9305  0.2610
H 6.8528 -1.8079 4.0206  0.3393
H 5.4019 -3.1840 6.3360  0.3248
H 5.5028 -1.4402 6.1342  0.1620
H 9.7382 0.4358 7.3340  0.2886
H 10.5527 -0.5614 6.0846  0.2914
H 10.9593 -0.7584 7.7969  0.2203
C 5.5992 -3.4607 -3.1529  -1.1210
C 4.5025 -2.4308 -3.3470  -0.1725
O 3.6530 -2.3415 -2.1940  -0.2596
C 4.1814 -1.7183 -1.1301  0.6125
O 5.2810 -1.2329 -1.0650  -0.5585
O 3.2770 -1.7514 -0.1386  -0.2376
C 3.7576 -1.2116 1.0943  -0.3689
H 5.1700 -4.4305 -2.8900  0.2943
H 6.1908 -3.5680 -4.0637  0.3622
H 6.2712 -3.1798 -2.3411  0.3124
H 3.8651 -2.7366 -4.1782  0.2733
H 4.9098 -1.4478 -3.5970  0.3162
H 4.1306 -0.1949 0.9614  0.2222
H 4.5353 -1.8567 1.5051  0.2981
H 2.9231 -1.1832 1.7953  0.0221
C 4.2096 3.9304 0.7530  -1.0004
C 3.9804 4.1585 2.2358  -0.0271
O 5.2115 4.1162 2.9690  -0.2466
C 6.0064 5.1861 2.8281  0.6906
O 5.7724 6.1593 2.1553  -0.5427
O 7.1186 4.9745 3.5437  -0.3124
C 8.1027 5.9994 3.3918  -0.6484
H 4.7482 2.9936 0.5895  0.3014
H 3.2585 3.8929 0.2184  0.3701
H 4.8150 4.7251 0.3154  0.1718
H 3.3558 3.3550 2.6304  0.1277
H 3.4549 5.0983 2.4245  0.3128
H 7.6890 6.9815 3.6245  0.2846
H 8.5052 5.9815 2.3782  0.2990
H 8.9111 5.7898 4.0913  0.2200
C 3.0074 7.7098 -5.0925  -1.0896
C 3.8986 6.5422 -4.7124  -0.1558
O 4.9370 6.9441 -3.8114  -0.3654
C 4.5519 7.1836 -2.5489  0.7871
O 3.4294 7.0844 -2.1174  -0.5659
O 5.6280 7.5763 -1.8558  -0.3447
C 5.3356 7.9694 -0.5116  -0.4694
H 3.6044 8.5281 -5.5016  0.2878
H 2.2675 7.4031 -5.8343  0.3565
H 2.4771 8.1057 -4.2254  0.3120
H 4.3947 6.1627 -5.6070  0.2859
H 3.3234 5.7156 -4.2866  0.2822
H 4.8134 7.1787 0.0264  0.1574
H 4.7475 8.8884 -0.5129  0.3160
H 6.2811 8.1626 -0.0070  0.2036

The charge is +1. The total energy comes out at -6009.33343 a.u. For the LUMO energy, the calculation gives -3.421 eV.

***

Number 1: HOMO energy -7.595 eV, orbital gap 8.0 eV, largest force on an atom 3.484 eV/A. Number 2: HOMO energy -11.810 eV, orbital gap 8.4 eV, largest force on an atom 3.327 eV/A.